Entry 1:
21
Properties=species:S:1:pos:R:3:mulliken_charge:R:1 method="wB97M-V/def2-TZVPD" gap_ev="1.962 / 1.891" total_charge=+2 fmax_ha_per_bohr=0.0738 relative_energy_kj_mol=124.7 homo_energy_ev="-12.7 / -12.6"
C -1.27794 -0.93576 -0.46000 0.666
H 0.08098 -0.35162 1.64316 0.415
O 4.47293 0.16244 0.23230 -0.567
K -5.11981 -0.73749 -1.22166 0.951
C 2.17889 -0.47263 0.80983 0.275
H 3.97179 -3.10681 0.33952 0.324
C 3.14594 0.36268 0.01135 1.428
O -1.66122 0.23475 -0.64465 -0.696
C 0.70116 -0.34385 0.73288 -0.500
H 4.26576 -2.24936 -1.22236 0.317
O 2.92409 1.50116 -0.44424 -0.976
H 2.59724 -0.41369 1.83567 0.378
O 0.06176 -1.16504 -0.15662 -0.245
C 4.91083 -1.18460 0.54511 -0.448
H 0.94667 0.81801 1.03067 0.099
O 2.66017 -1.58056 -0.16457 -0.404
Mg 4.83873 2.04842 -0.73550 1.291
H 4.85582 -1.26982 1.63640 0.274
C 3.96764 -2.13511 -0.17218 -0.318
O -2.00955 -1.93763 -0.37935 -0.672
H 5.94346 -1.27722 0.20141 0.410

---

Entry 2:
20
Properties=species:S:1:pos:R:3:mulliken_charge:R:1 method="wB97M-V/def2-TZVPD" gap_ev=5.571 total_charge=0 fmax_ha_per_bohr=0.1136 relative_energy_kj_mol=125.6 homo_energy_ev=-6.3
H 3.63217 -0.73410 0.16328 0.284
H -3.70898 1.02800 0.11621 0.258
K 1.57111 -2.57824 -2.06571 0.796
H -1.90100 1.74772 -2.13081 0.251
C 2.14640 1.18443 1.34806 0.709
O -1.89027 -0.31693 -2.01332 -0.346
O -2.18872 -0.36037 0.13430 -0.307
C 2.21800 -1.05351 1.68268 -0.241
O 2.17394 0.26206 2.30794 -0.358
O 2.06486 2.37328 1.56799 -0.646
C -2.53841 0.94031 -1.75699 -0.226
H -2.03219 1.68840 0.25359 0.260
C -1.56006 -0.90466 -0.88523 0.697
O 2.16146 0.64735 0.14647 -0.318
C 2.52707 -0.80728 0.22829 -0.629
H 1.22876 -1.50299 1.86037 0.130
O -0.70206 -1.84224 -0.64610 -0.597
H -3.49799 0.94468 -2.28255 0.256
C -2.67477 0.94443 -0.22871 -0.230
H 2.97068 -1.66035 2.20024 0.257

---

Entry 3:
18
Properties=species:S:1:pos:R:3:mulliken_charge:R:1 method="wB97M-V/def2-TZVPD" gap_ev="5.888 / 5.886" total_charge=+2 fmax_ha_per_bohr=0.0919 homo_energy_ev="-14.0 / -14.0"
H -2.13763 -0.74821 -0.61392 0.244
H -2.04400 2.26453 -2.22634 0.453
C -2.55180 4.40678 0.12202 -0.841
H -3.87227 2.53973 -2.23196 0.347
O -1.83234 4.77158 2.29512 -0.657
H -4.74526 -0.74297 -0.32627 0.369
O -2.82067 0.84505 1.77919 -0.557
C -2.33942 5.23126 1.17724 0.215
H -2.24280 0.43498 -1.43368 0.326
C -3.13737 -0.02135 0.92127 0.004
C -2.93925 2.53504 -1.65892 -1.636
Li -1.29335 5.85862 3.74765 0.928
C -2.79732 0.14428 -0.53695 -0.102
H -3.24998 -1.06715 1.26569 0.402
H -2.61445 6.29188 1.13335 0.330
Yb -1.76291 2.68231 2.34501 1.200
C -2.79608 3.54763 -0.76730 1.391
O -4.42102 0.14296 -0.50914 -0.416

---

Entry 4:
14
Properties=species:S:1:pos:R:3:mulliken_charge:R:1 method="wB97M-V/def2-TZVPD" gap_ev=9.618 total_charge=0 fmax_ha_per_bohr=0.0956 relative_energy_kj_mol=450.5 homo_energy_ev=-9.0
H 0.38187 -0.82187 -2.00455 0.278
H 1.50169 0.43391 -1.49634 0.304
N -1.50323 0.33550 1.62174 -0.394
C -2.27990 1.16343 2.17484 -0.254
H 0.05846 -1.19908 0.67124 0.311
C 2.30033 -1.54095 -1.51604 -0.543
C 0.11173 -0.30986 0.05148 -0.246
C -0.79301 0.66987 0.50611 -0.131
H 4.02834 -2.86680 -2.05457 0.410
H -0.90071 1.64044 0.02186 0.347
C 3.22237 -2.25494 -1.77186 0.330
H -2.81255 0.83611 3.05437 0.258
C 1.09535 -0.54365 -1.21783 -0.888
H -2.45581 2.18947 1.84011 0.218